w) Entry from the OMol25 dataset: a structure of composition C10H24Br2ClF3N4O4SSn (ωB97M-V/def2-TZVPD).

```
50
Properties=species:S:1:pos:R:3:lowdin_charge:R:1
Sn 0.38349 1.77203 -0.60060 1.0518
N -0.38902 2.64241 -2.96601 -0.0985
C -1.12161 1.48234 -3.50456 -0.2368
C -2.25857 1.23139 -2.52443 -0.1954
N -1.77256 0.79410 -1.20794 -0.1550
C -1.74761 -0.64941 -1.15255 -0.1798
C -0.35127 -1.23532 -1.39721 -0.1817
N 0.59129 -0.49178 -0.57022 -0.1450
H -1.09689 3.31278 -2.73045 0.0655
H 0.36154 3.08492 -3.52826 0.0971
H -0.42156 0.60787 -3.48544 0.0958
H -1.42251 1.66794 -4.52402 0.1130
H -3.00192 0.50356 -2.92858 0.1330
H -2.89220 2.08911 -2.47676 0.1152
H -2.37153 1.02952 -0.44452 0.0362
H -2.42149 -0.98711 -1.84438 0.0929
H -1.98315 -0.85948 -0.13878 0.0929
H 0.09280 -1.03203 -2.40577 0.0991
H -0.22635 -2.28477 -1.16837 0.1213
H 1.55594 -0.54967 -0.87055 -0.0012
H 0.47975 -0.63900 0.46057 0.0782
Br 3.08262 0.40274 -5.54308 0.5599
C 2.70488 -1.28029 -4.73750 -1.1058
Br 1.26902 -2.20939 -5.64773 0.5235
H 2.28926 -1.11034 -3.71916 -0.0486
H 3.51327 -1.99287 -4.73851 -0.0043
C 1.50789 -1.46983 3.90739 -0.0792
N 1.99527 -0.73612 2.83831 -0.1523
C 2.88968 -1.42011 1.85313 -0.0255
C 1.78016 0.56448 2.58549 -0.4715
C 1.17315 1.46382 3.65857 0.0215
O 1.96257 1.05121 1.44328 -0.1728
H 2.28464 -1.83631 4.65792 0.1180
H 1.08620 -2.42210 3.54843 0.1004
H 0.67889 -0.96560 4.33906 0.0802
H 2.38383 -2.23618 1.23875 0.1003
H 3.70408 -1.95871 2.42062 0.1013
H 3.33832 -0.69815 1.18265 0.0752
H 1.63694 1.36588 4.63476 0.0846
H 0.11236 1.40440 3.72653 0.0516
H 1.47095 2.47659 3.42417 0.0872
F -2.49422 -1.44176 3.79861 0.0949
C -3.34782 -0.86333 2.91510 -0.6643
F -4.48757 -0.60918 3.49618 0.1653
F -3.57664 -1.75924 1.94130 0.1190
S -2.47805 0.68980 2.33169 0.5063
O -3.25169 1.14218 1.13922 -0.3409
O -2.46453 1.52523 3.44518 -0.2524
O -1.15434 0.11741 1.95016 -0.3743
Cl 2.40432 1.31636 -2.08174 -0.0962
```

Summary:
charge = 0
orbital gap = 0.3261 hartree
highest occupied orbital energy = -0.31473 Eh


x) Entry from the OMol25 dataset: a structure of composition C10H24Br2ClF3N4O4SSn (ωB97M-V/def2-TZVPD).

```
50
Properties=species:S:1:pos:R:3:lowdin_charge:R:1
Sn 7.34741 8.76670 8.34716 1.0225
N 9.54305 7.64859 8.58589 -0.0906
C 10.02031 6.88348 7.37554 -0.1702
C 9.09194 7.02456 6.09672 -0.2097
N 8.38297 8.28008 6.05804 -0.2052
C 9.13405 9.36692 5.46367 -0.2280
C 9.83363 10.21575 6.49918 -0.2068
N 8.89441 10.54264 7.61484 -0.0900
H 10.33005 8.12225 9.09433 0.0952
H 9.29714 6.92047 9.25969 0.0115
H 10.09785 5.83853 7.66113 0.1084
H 11.00456 7.26603 7.15249 0.0995
H 8.33668 6.24176 6.11231 0.0891
H 9.66552 6.84005 5.19689 0.1120
H 7.54828 8.17713 5.48244 -0.0201
H 8.39483 10.00771 4.97845 0.1003
H 9.84501 9.07273 4.64672 0.1400
H 10.25907 11.06402 5.96175 0.1241
H 10.61615 9.67156 6.95896 0.0905
H 8.31568 11.38964 7.47291 0.0572
H 9.47262 10.90078 8.41424 0.0610
Br 5.07391 9.71590 3.61496 0.5887
C 4.28798 8.33368 4.62584 -1.0484
Br 5.51233 6.85072 5.08096 0.6015
H 3.42920 7.90785 4.14424 -0.0039
H 4.04874 8.83458 5.55064 -0.0475
C 6.46541 4.65874 12.92949 -0.0575
N 6.91821 5.00188 11.60871 -0.1589
C 5.95420 5.05147 10.53678 -0.0355
C 8.23708 5.17657 11.36396 -0.4472
C 9.24687 5.04358 12.52671 0.0200
O 8.62457 5.50960 10.23526 -0.0257
H 6.93766 5.17669 13.73826 0.0824
H 6.48135 3.58142 13.17753 0.1034
H 5.42909 4.92733 12.93027 0.0788
H 5.39160 4.08487 10.52470 0.1065
H 6.40192 5.26049 9.59530 0.0609
H 5.23208 5.85577 10.78657 0.1030
H 9.14090 5.80345 13.25863 0.0695
H 10.20662 5.28951 12.03850 0.0945
H 9.18938 4.03946 12.92850 0.0817
F 8.62184 10.16895 13.48360 0.1578
C 9.15538 10.94615 12.58708 -0.6186
F 8.18964 11.94156 12.44819 0.0758
F 10.30130 11.47510 13.15186 0.0923
S 9.51439 10.10630 11.01761 0.5100
O 10.43219 10.86979 10.22959 -0.2937
O 10.03149 8.81546 11.49921 -0.3190
O 8.10926 9.97847 10.47118 -0.4978
Cl 6.00903 10.41440 6.89231 -0.1637
```

Summary:
charge = 0
orbital gap = 0.3179 hartree
highest occupied orbital energy = -0.31139 Eh


x) has the most favorable energy; the next structure is 0.0104 hartree above.


w) Entry from the OMol25 dataset: a cluster of 2 separate species, C2H5N2S in total (ωB97M-V/def2-TZVPD).

```
10
Properties=species:S:1:pos:R:3:lowdin_charge:R:1
C 1.48371 -0.69173 0.00557 -0.6398
C 0.51138 0.35161 0.39560 -0.6427
N 1.83321 -1.87636 -0.08769 0.1547
N -0.70756 0.69860 -0.36002 0.1702
S 2.01345 0.97637 -0.05601 1.0502
H -0.17373 0.43960 1.89996 0.2863
H 2.76606 -2.26690 -0.41625 0.1317
H -1.30401 -0.16190 -0.47528 0.2045
H -0.66588 0.90119 -1.33123 0.1553
H -1.10660 1.37465 0.23460 0.1294
```

Summary:
charge = +1
orbital gap = 0.3364 hartree
highest occupied orbital energy = -0.51468 Eh


x) Entry from the OMol25 dataset: a cluster of 2 separate species, C2H5N2S in total (ωB97M-V/def2-TZVPD).

```
10
Properties=species:S:1:pos:R:3:lowdin_charge:R:1
C -0.36476 0.28334 -0.20920 -0.1777
C 1.86876 -2.77922 0.90207 -0.5973
N -0.70109 -0.66191 0.61929 0.1909
N 0.86862 0.64880 -0.41689 0.1984
S 2.78570 -3.68579 1.70562 0.7460
H -1.15458 0.81659 -0.73540 0.1688
H 0.01890 -1.26018 1.03323 0.0557
H -1.66249 -0.96164 0.70874 0.1453
H 1.10640 1.38957 -1.05929 0.1440
H 1.63126 0.17037 0.04921 0.1259
```

Summary:
charge = +1
orbital gap = 0.4207 hartree
highest occupied orbital energy = -0.55868 Eh


x) has the most favorable energy; the next structure is 0.1270 hartree above.